(1)
Entry from OMol25: a structure of composition C25H27N5O11SbV (wB97M-V/def2-TZVPD).

Element x y z (Å)
Sb 2.64 0.02 0.82
V -0.57 0.14 -0.66
O -2.48 -3.74 0.65
O -7.64 -1.82 -2.10
O 0.22 1.70 -0.85
O -4.41 -4.51 0.09
O -2.41 1.97 -1.70
O -7.12 0.13 -2.86
O -1.23 0.09 -2.36
O -0.74 7.56 0.97
O -0.62 0.52 1.32
O -1.73 -1.29 -0.16
O -1.45 6.52 2.72
N -2.22 0.70 -1.64
N 0.97 -0.19 -4.93
N -0.97 6.55 1.61
N -3.57 -3.64 0.12
N -6.86 -0.90 -2.27
C 1.71 -1.05 -5.83
C -0.81 1.66 1.76
C 0.64 -1.36 -1.47
C -0.47 -0.28 -5.11
C 2.22 -2.38 -2.94
C 1.51 -3.56 -0.98
C 0.71 -2.48 -0.64
C 1.39 -1.29 -2.64
C -3.88 -2.36 -0.55
C 0.23 4.06 -0.92
C -0.56 2.88 1.05
C 3.87 1.45 1.87
C -3.34 -0.21 -1.40
C -5.15 -2.22 -1.09
C -0.02 2.86 -0.26
C -5.50 -1.05 -1.72
C -4.59 -0.01 -1.90
C -2.94 -1.33 -0.66
C 2.27 -3.51 -2.15
C 1.45 -0.06 -3.57
C -0.09 5.25 -0.31
C -0.85 4.10 1.66
C 4.28 -1.06 -0.05
C 2.45 -1.30 2.51
C -0.63 5.26 0.97
H 5.07 -1.17 0.69
H -0.90 -1.21 -4.70
H 3.92 -2.03 -0.37
H 1.54 -4.43 -0.34
H 2.08 -2.27 2.18
H 2.79 -0.91 -5.69
H 3.44 -1.42 2.98
H 4.28 2.17 1.16
H -1.19 1.76 2.78
H 4.66 -0.51 -0.92
H 3.27 1.99 2.61
H 1.76 -0.88 3.24
H -1.28 4.14 2.65
H 2.86 -2.33 -3.81
H 0.12 -2.55 0.26
H -0.96 0.56 -4.63
H 4.69 0.94 2.38
H 0.88 0.74 -3.10
H 2.49 0.25 -3.62
H 2.89 -4.35 -2.43
H 1.48 -0.77 -6.86
H 0.07 6.20 -0.81
H -0.69 -0.25 -6.18
H -5.85 -3.03 -1.02
H -4.86 0.89 -2.43
H 1.49 -2.12 -5.72
H 0.65 4.03 -1.92

Its net charge is 0. The value obtained for the HOMO energy (spin up / spin down) is -8.245 / -8.245 eV.

Atom charges from the Löwdin analysis, given in e for atoms 1 to 8: 1.37 1.01 0.10 0.09 -0.19 0.08 -0.04 0.08

=====

(2)
Entry from OMol25: the molecule C25H27N5O2 (wB97M-V/def2-TZVPD).

Element x y z (Å)
O -4.29 0.98 -2.37
O -6.55 -2.57 -0.67
N -1.93 0.11 -0.52
N -0.07 -0.65 0.80
N -4.43 -2.29 0.10
N -2.16 -1.73 0.73
N -5.36 -0.81 -1.45
C -4.47 -3.46 0.94
C 4.99 -2.12 -2.03
C -5.52 -1.94 -0.67
C -3.30 -1.52 0.05
C -0.59 4.75 -0.09
C -2.52 2.81 0.34
C -1.65 5.01 0.77
C 1.98 -1.89 1.18
C 4.20 -0.67 1.38
C -1.35 -0.73 0.38
C -1.37 1.23 -1.25
C -0.50 3.52 -0.73
C -1.47 2.54 -0.52
C 5.02 0.27 -2.20
C 0.52 0.58 1.29
C 2.69 -0.62 1.65
C 5.15 -0.98 -2.80
C 4.55 -0.77 -0.08
C -2.61 4.04 0.98
C -3.21 -0.38 -0.74
C 4.72 0.37 -0.86
C 0.48 -1.81 1.48
C 2.02 0.58 0.98
C 4.69 -2.02 -0.69
C -4.26 0.04 -1.59
H 2.12 -2.01 0.11
H -3.44 4.24 1.64
H 4.62 -1.52 1.91
H -0.04 -2.69 1.11
H -1.72 5.96 1.26
H 2.16 0.53 -0.10
H -1.96 1.31 -2.17
H -0.33 1.00 -1.51
H 2.39 -2.76 1.69
H 5.38 -1.05 -3.85
H 0.16 5.50 -0.26
H 2.46 1.51 1.34
H 5.15 1.16 -2.79
H 0.03 1.44 0.84
H 5.10 -3.09 -2.49
H -4.25 -3.18 1.97
H -5.47 -3.88 0.87
H -3.29 2.07 0.50
H 0.32 3.32 -1.40
H 4.58 -2.91 -0.09
H -6.17 -0.58 -2.02
H 2.55 -0.53 2.73
H 4.65 0.24 1.79
H 4.64 1.34 -0.40
H 0.38 0.65 2.38
H -3.73 -4.19 0.61
H 0.31 -1.74 2.56

Its net charge is 0. Its SMILES is Cn1c(=O)[nH]c(=O)c2c1nc(N1CCC(Cc3ccccc3)CC1)n2Cc1ccccc1. The value obtained for the HOMO energy is -7.792 eV.

Atom charges from the Löwdin analysis, given in e for atoms 1 to 8: 0.06 0.07 0.06 -0.04 0.01 0.21 0.21 -0.01

=====

(3)
Entry from OMol25: a structure of composition C25H27N6OPdS (wB97M-V/def2-TZVPD).

Element x y z (Å)
Pd 0.37 0.48 -0.08
S 1.02 0.72 -2.41
O -4.42 4.56 2.35
N -1.15 -1.07 0.00
N -1.23 -1.23 2.38
N 0.62 0.23 2.13
N -1.30 1.97 -0.01
N -2.52 4.42 3.55
N 2.44 -0.32 -0.48
C -1.70 -1.55 1.11
C -2.70 -2.31 -1.32
C 3.47 -0.92 0.11
C 1.71 0.81 2.67
C -4.18 4.23 5.42
C -1.90 2.33 -1.14
C -3.30 -2.80 -0.17
C -1.00 2.73 4.57
C 2.11 0.59 3.97
C -3.22 5.12 4.64
C 1.36 -0.28 4.75
C -3.25 4.20 2.43
C 2.47 -0.06 -1.81
C -2.90 3.28 -1.17
C 4.60 -1.28 -0.59
C -2.67 3.52 1.21
C -1.68 2.55 1.14
C -0.10 -0.60 2.88
C -2.80 -2.42 1.05
C 3.58 -0.41 -2.58
C -1.14 4.03 3.78
C -1.64 -1.45 -1.19
C 4.65 -1.02 -1.96
C -3.30 3.88 0.01
C 0.24 -0.87 4.21
H 0.05 2.48 4.69
H -1.12 -1.04 -2.05
H -1.52 1.90 4.09
H -0.36 -1.56 4.80
H 3.38 -1.10 1.17
H -3.77 5.95 4.20
H -3.05 -2.58 -2.31
H -3.37 3.55 -2.12
H -1.43 2.84 5.57
H 5.43 -1.77 -0.09
H -4.09 4.60 0.04
H -1.55 1.85 -2.04
H -3.66 3.40 5.91
H -1.73 -1.73 3.09
H 3.00 1.07 4.35
H 3.58 -0.19 -3.64
H -0.67 4.83 4.34
H -2.46 5.53 5.30
H -0.62 3.99 2.83
H -4.14 -3.48 -0.22
H -3.23 -2.80 1.97
H -4.95 3.83 4.76
H -1.18 2.18 2.02
H 2.26 1.46 2.01
H 5.52 -1.30 -2.54
H 1.64 -0.49 5.78
H -4.69 4.82 6.19

The spin multiplicity is 3. Its net charge is +1. The value obtained for the HOMO energy (spin up / spin down) is -10.458 / -10.426 eV.

Atom charges from the Löwdin analysis, given in e for atoms 1 to 8: 0.85 0.58 0.06 0.02 0.14 0.02 -0.03 -0.05

=====

(4)
Entry from OMol25: a structure of composition C25H28Al3B2BrCl3F24I2MgNO14P2S (wB97M-V/def2-TZVPD).

Element x y z (Å)
I 1.46 3.46 3.32
I 2.75 3.42 0.05
Br -3.79 1.23 -3.61
Cl 3.66 -8.18 -0.78
Cl 2.66 -9.69 -2.64
Cl -3.39 7.68 2.29
S 3.19 0.21 -2.89
P 1.86 1.07 -4.01
P 0.40 -0.11 -0.63
Al 4.18 -3.30 8.44
Al -0.07 -0.16 5.56
Al 2.07 -2.61 0.53
Mg -2.25 -0.92 0.70
F -3.01 -2.55 -3.61
F 4.95 -3.66 -1.77
F 3.46 -7.26 -2.43
F 1.70 -0.45 5.73
F 2.88 -5.11 -3.28
F 0.26 -3.57 -5.41
F -0.91 -1.74 5.36
F 4.33 3.65 6.01
F -0.37 0.87 4.12
F 3.98 2.41 4.24
F 0.46 -3.66 -2.43
F 0.40 -6.28 -0.74
F 1.11 -8.10 -2.11
F 5.11 -4.36 0.51
F -2.19 -2.12 -5.81
F -1.15 -6.99 -3.16
F 0.61 -6.39 -4.64
F 5.76 -5.94 -1.16
F -0.69 0.67 7.04
F -1.66 -4.71 -2.14
F 2.42 -4.18 -0.30
F -1.80 -4.83 -5.29
F 3.17 -6.45 0.27
F 6.01 3.00 4.78
O 5.16 0.23 5.35
O -6.64 0.36 0.33
O -3.15 6.92 1.08
O 4.96 1.29 7.38
O -0.43 0.17 0.72
O -2.32 4.76 -2.08
O -4.61 7.21 2.92
O 0.66 2.94 -2.20
O -5.12 1.49 1.61
O -0.19 5.88 -1.16
O -1.20 1.93 -1.29
O -2.28 7.50 3.20
O -7.19 0.97 2.43
O -3.52 9.08 1.96
N 0.92 3.84 -6.07
C 4.03 -1.61 6.47
C 0.56 3.27 0.28
C -8.38 0.50 1.80
C 1.07 -6.59 -2.06
C -0.83 -1.17 -3.92
C -0.92 -3.87 -4.53
C 3.21 -5.38 -0.78
C 2.61 -6.04 -2.16
C -0.50 2.50 -4.33
C 5.36 -1.02 6.04
C 0.08 -6.12 -3.28
C -6.22 0.98 1.47
C -1.76 -2.47 -4.40
C -1.60 3.15 1.96
C -1.50 -0.36 -2.64
C 4.82 2.59 5.30
C -0.50 0.83 -2.04
C 4.77 -4.87 -0.87
C 4.97 1.32 6.15
C -0.64 6.50 0.10
C 0.26 3.87 -4.84
C -7.86 -0.28 0.64
C 0.34 1.77 -3.08
C 0.01 3.29 1.66
C -0.50 -4.57 -3.10
B -0.98 4.63 -1.44
B -0.34 3.13 -1.09
H -2.95 5.29 -1.48
H -8.98 1.36 1.50
H 4.17 -2.60 6.92
H -0.81 -0.37 -4.81
H -2.01 2.05 1.94
H -7.66 -1.33 0.89
H 0.29 4.90 -4.27
H -1.75 3.52 3.09
H 0.80 2.87 -6.49
H -0.01 6.00 0.97
H 6.04 -0.90 6.88
H -8.54 -0.25 -0.22
H 1.75 0.32 -0.38
H -2.53 0.07 -3.04
H 3.53 -0.97 7.20
H 0.26 -1.53 -0.88
H 3.35 -1.71 5.61
H -0.63 1.78 -5.24
H 1.43 0.20 -5.11
H -1.79 6.30 0.18
H -1.73 -1.18 -1.83
H -1.52 2.85 -3.85
H 2.54 2.19 -4.68
H -0.35 7.63 0.07
H -2.27 3.90 1.32
H -8.96 -0.11 2.49
H 5.85 -1.70 5.32
H 0.30 -1.46 -3.74

Its net charge is +2. The value obtained for the HOMO energy is -11.859 eV.

Atom charges from the Löwdin analysis, given in e for atoms 1 to 8: 1.05 0.98 0.18 0.67 0.36 0.68 0.11 0.44